Entry 1:
C3H4S2 | ωB97M-V/def2-TZVPD

Structure (XYZ):
```
9
Properties=species:S:1:pos:R:3:nbo_charge:R:1
C -1.221 -0.028 -0.714 -0.385
C 0.991 -0.206 0.861 -0.497
C 0.069 -0.048 -0.231 -0.139
S -1.826 -0.980 -1.937 0.066
S 1.517 -1.047 -0.657 0.221
H -1.895 0.696 -0.121 0.230
H 1.492 0.621 1.214 0.225
H 0.642 -0.881 1.676 0.224
H 0.231 1.872 -0.091 0.055
```

multiplicity: 1
Kohn-Sham gap (spin up / spin down): 7.6053 / 7.0376 eV
HOMO (spin up / spin down): -8.851 / -8.880 eV
LUMO energy (spin up / spin down): -1.2 / -1.8 eV

Entry 2:
C16H32ClIOP3Re | ωB97M-V/def2-TZVPD

Structure (XYZ):
```
55
Properties=species:S:1:pos:R:3:lowdin_spin:R:1
C 0.286 -3.425 -3.239 0.059
C 0.328 -2.542 -2.045 0.215
H 0.736 -4.451 -3.063 0.009
H 0.810 -2.928 -4.105 -0.001
H -0.792 -3.531 -3.533 -0.001
O 0.798 -2.524 -0.931 0.352
I -1.246 0.623 -3.967 0.401
Re -0.555 0.083 -1.567 1.702
P -1.985 -1.085 -0.098 0.062
C -1.816 -1.577 1.704 0.024
C -3.725 -0.409 -0.114 0.007
H -4.458 -1.151 -0.465 0.000
H -3.339 -3.104 -0.164 0.002
H -3.737 0.432 -0.811 0.000
H -2.703 -2.647 -1.771 0.001
H -1.493 -0.739 2.320 0.000
H -4.012 -0.061 0.886 0.000
C -2.455 -2.755 -0.713 0.025
H -2.762 -1.953 2.127 0.002
H -1.634 -3.462 -0.573 0.001
H -1.065 -2.370 1.800 0.000
P 1.775 0.197 -1.219 0.046
C 2.891 -0.077 0.253 0.017
C 2.782 -0.728 -2.452 0.014
H 1.362 2.412 -2.103 0.001
H 3.034 1.895 -2.432 0.000
H 2.589 2.464 -0.789 0.001
C 2.240 1.919 -1.674 0.010
H 2.442 -0.447 -3.449 -0.001
H 3.847 -0.509 -2.339 0.002
H 3.936 -0.244 -0.039 0.001
H 2.548 -0.951 0.808 -0.001
H 2.639 -1.801 -2.309 0.001
H 2.860 0.778 0.935 0.001
Cl -2.023 2.119 -1.419 0.119
C -1.914 1.977 1.615 -0.004
P -0.362 1.783 0.675 -0.046
C -0.173 3.546 0.171 -0.002
C 0.842 1.662 2.089 -0.007
C 1.587 2.771 2.526 -0.004
C 2.473 2.656 3.604 0.000
C 2.601 1.438 4.279 -0.004
C 1.827 0.338 3.883 0.000
C 0.960 0.453 2.799 -0.002
H -2.812 2.099 1.001 0.001
H -1.751 2.887 2.195 -0.002
H -2.019 1.130 2.290 0.000
H -0.390 4.128 1.066 -0.002
H 0.834 3.724 -0.203 0.000
H -0.889 3.865 -0.605 0.002
H 1.468 3.754 2.056 0.000
H 3.061 3.522 3.915 0.000
H 3.311 1.339 5.107 0.000
H 1.912 -0.618 4.415 0.000
H 0.384 -0.422 2.501 0.000
```

total charge: +3
multiplicity: 4
Kohn-Sham gap (spin up / spin down): 5.6992 / 4.9228 eV
⟨S²⟩: 3.80
HOMO (spin up / spin down): -17.720 / -17.725 eV
LUMO energy (spin up / spin down): -12.0 / -12.8 eV

Entry 3:
C2H4O2 | ωB97M-V/def2-TZVPD

Structure (XYZ):
```
8
Properties=species:S:1:pos:R:3:nbo_charge:R:1
C 0.931 -0.104 -0.328 -0.255
O 0.291 -0.419 0.893 -0.721
C -2.126 0.267 0.598 0.486
O -2.305 -0.099 -0.461 -0.495
H 0.280 0.425 -1.042 0.163
H 1.215 -1.056 -0.785 0.187
H 1.839 0.493 -0.168 0.167
H -0.160 0.358 1.249 0.468
```

multiplicity: 1
Kohn-Sham gap: 11.6078 eV
HOMO: -10.534 eV
LUMO energy: 1.1 eV

Entry 4:
C34H49F3NO36S2V | ωB97M-V/def2-TZVPD

Structure (XYZ):
```
126
Properties=species:S:1:pos:R:3:lowdin_spin:R:1
V 14.900 13.052 13.704 2.800
N 13.490 12.176 12.561 0.038
S 11.990 12.018 12.542 0.007
O 11.528 10.720 13.091 0.004
O 11.197 12.802 11.572 0.001
F 11.843 12.905 13.904 0.005
S 13.552 11.022 11.268 0.008
O 13.105 11.406 9.942 0.003
O 13.577 9.595 11.602 0.007
F 15.126 11.177 11.182 0.006
C 9.897 7.605 12.293 0.000
C 8.900 7.196 11.230 0.000
O 7.850 6.712 12.060 0.000
C 8.233 6.491 13.280 0.000
O 7.498 6.172 14.234 0.000
O 9.442 7.044 13.469 0.000
H 9.914 8.695 12.296 0.000
H 10.881 7.273 11.960 0.000
H 9.297 6.467 10.524 0.000
H 8.437 8.025 10.694 0.000
C 8.049 11.318 7.997 0.000
C 9.425 11.758 8.477 0.000
O 10.051 10.490 8.575 0.000
C 9.337 9.508 8.014 0.000
O 9.658 8.327 7.903 0.000
O 8.282 10.042 7.415 0.000
H 7.730 11.956 7.173 0.000
H 7.341 11.266 8.825 0.000
H 9.406 12.221 9.463 0.000
H 9.737 12.533 7.778 0.000
C 7.711 9.729 15.387 0.000
C 9.002 10.493 15.153 0.000
O 9.781 10.240 16.309 0.000
C 9.208 9.242 16.988 0.000
O 9.676 8.682 18.002 0.000
O 8.097 8.878 16.382 0.000
H 7.356 9.158 14.529 0.000
H 6.952 10.426 15.745 0.000
H 8.824 11.548 14.946 0.000
H 9.462 10.118 14.239 0.000
C 7.409 15.587 12.145 0.000
C 8.574 14.604 12.027 0.000
O 8.343 13.629 13.066 0.000
C 7.325 13.968 13.750 0.000
O 6.930 13.251 14.710 0.000
O 6.722 15.053 13.297 0.000
H 6.754 15.673 11.278 0.000
H 7.674 16.619 12.376 0.000
H 9.511 15.128 12.219 0.000
H 8.496 14.061 11.085 0.000
C 12.271 17.432 11.840 0.000
C 11.476 17.515 13.087 0.000
O 12.294 16.794 14.004 0.002
C 12.992 15.858 13.289 0.005
O 13.611 14.908 13.750 0.017
O 12.895 16.105 11.953 0.002
H 13.091 18.143 11.745 0.000
H 11.609 17.426 10.974 0.000
H 10.488 17.071 12.965 0.000
H 11.206 18.516 13.427 0.000
C 13.123 12.118 19.006 0.000
C 14.327 11.225 18.993 0.000
O 14.817 11.571 17.679 0.002
C 13.866 12.129 16.923 0.004
O 13.994 12.482 15.772 0.017
O 12.759 12.233 17.634 0.002
H 13.388 13.024 19.551 0.000
H 12.333 11.664 19.603 0.000
H 14.119 10.156 19.005 0.000
H 14.943 11.616 19.803 0.000
C 13.056 8.627 8.183 0.000
C 12.902 7.355 7.398 0.000
O 14.223 7.146 6.813 0.000
C 15.085 7.782 7.521 0.000
O 16.254 7.739 7.240 0.000
O 14.403 8.558 8.461 0.000
H 12.518 8.629 9.131 0.000
H 12.692 9.513 7.664 0.000
H 12.191 7.573 6.601 0.000
H 12.616 6.471 7.968 0.000
C 11.648 14.448 8.661 0.000
C 13.078 14.455 8.951 0.000
O 13.498 15.698 8.581 0.000
C 12.517 16.488 8.368 0.000
O 12.644 17.673 8.058 0.000
O 11.388 15.839 8.504 0.000
H 11.043 14.124 9.508 0.000
H 11.430 13.933 7.725 0.000
H 13.559 13.674 8.361 0.000
H 13.260 14.186 9.992 0.000
C 12.374 7.245 15.385 0.000
C 12.872 8.515 14.813 0.000
O 13.953 8.819 15.759 0.000
C 13.912 7.910 16.775 0.000
O 14.797 7.888 17.622 0.000
O 13.000 7.023 16.582 0.000
H 12.523 6.494 14.609 0.000
H 11.340 7.406 15.688 0.000
H 12.152 9.331 14.869 0.000
H 13.196 8.321 13.791 0.000
C 16.325 10.075 14.264 0.003
O 16.554 11.471 14.055 0.015
C 17.311 12.090 15.065 0.003
C 17.605 13.528 14.846 0.004
O 16.444 14.228 14.546 0.024
C 16.827 15.566 14.231 0.002
H 17.224 9.495 14.051 0.000
H 15.588 9.501 13.703 0.000
H 16.028 9.918 15.301 0.000
H 18.272 11.592 15.191 0.000
H 16.756 12.017 16.000 0.000
H 18.374 13.504 14.074 0.000
H 18.075 13.845 15.777 0.000
H 17.530 15.603 13.399 0.000
H 17.161 16.178 15.069 0.000
H 15.933 16.102 13.912 0.000
C 18.430 13.990 9.309 0.000
C 19.128 14.512 10.567 0.000
O 18.258 13.987 11.588 0.001
C 17.051 13.919 11.117 0.003
O 16.023 13.821 11.770 0.012
O 17.169 13.782 9.747 0.001
F 19.113 15.888 10.698 0.000
H 18.744 13.014 8.939 0.000
H 18.527 14.718 8.504 0.000
H 20.165 14.180 10.609 0.000
```

total charge: +1
multiplicity: 4
Kohn-Sham gap (spin up / spin down): 8.0249 / 8.1407 eV
⟨S²⟩: 3.75
HOMO (spin up / spin down): -12.068 / -12.112 eV
LUMO energy (spin up / spin down): -4.0 / -4.0 eV

Entry 5:
C14H14N2O5 | ωB97M-V/def2-TZVPD

Structure (XYZ):
```
35
Properties=species:S:1:pos:R:3:nbo_charge:R:1
C 2.722 3.005 1.461 -0.636
C 2.560 3.077 -0.050 -0.077
H 2.775 4.080 -0.423 0.191
H 3.211 2.347 -0.541 0.200
O 1.203 2.823 -0.442 -0.502
C 0.839 1.554 -0.581 0.777
O 1.565 0.608 -0.436 -0.604
C -0.645 1.447 -0.948 -0.161
O -1.160 0.296 -0.325 -0.527
C -1.647 -0.721 -1.104 0.404
C -2.622 -0.495 -2.066 -0.295
C -3.129 -1.545 -2.811 -0.192
C -2.648 -2.829 -2.618 -0.228
C -1.653 -3.058 -1.687 -0.167
C -1.142 -2.021 -0.909 -0.128
C 0.003 -2.216 -0.038 -0.187
C 0.176 -1.594 1.138 0.093
N 1.373 -1.491 1.832 -0.607
C 1.260 -0.646 2.903 0.786
O 2.140 -0.238 3.615 -0.604
N -0.093 -0.359 3.008 -0.653
C -0.840 -0.925 1.991 0.654
O -2.040 -0.914 1.919 -0.550
H -0.484 0.184 3.762 0.431
H 2.265 -1.718 1.423 0.426
H 0.819 -2.799 -0.447 0.213
H -1.262 -4.054 -1.546 0.212
H -3.042 -3.649 -3.200 0.215
H -3.901 -1.358 -3.541 0.215
H -2.998 0.507 -2.213 0.218
H -0.733 1.401 -2.041 0.211
H -1.170 2.336 -0.582 0.209
H 2.031 3.690 1.946 0.211
H 3.738 3.279 1.729 0.221
H 2.528 1.997 1.820 0.229
```

SMILES: CCOC(=O)COc1ccccc1/C=C1/NC(=O)NC1=O
multiplicity: 1
Kohn-Sham gap: 8.4126 eV
HOMO: -8.241 eV
LUMO energy: 0.2 eV

| no. | M (g mol⁻¹) |
| --- | --- |
| 1 | 104.2 |
| 2 | 681.9 |
| 3 | 60.1 |
| 4 | 1219.8 |
| 5 | 290.3 |